Here is an isolated molecule of C6H10O2 from OMol25. Energies are from ωB97M-V/def2-TZVPD.

LUMO = 0.9 eV
HOMO = -8.8 eV
SMILES string = CC[C@@]1(O)C=COC1
Gap between HOMO and LUMO = 0.3568 hartree
2S+1 = 1

Structure (XYZ):
```
18
Properties=species:S:1:pos:R:3:lowdin_charge:R:1
C 1.183 1.634 0.267 -0.09
C 0.672 0.369 1.041 -0.19
C -0.297 -0.592 0.355 -0.52
C 0.266 -1.178 -0.987 -0.09
C -1.693 -0.174 -1.461 -0.11
C -1.532 0.116 -0.185 -0.01
H 0.373 2.344 0.030 0.07
H 1.918 2.195 0.910 0.08
H 1.729 1.318 -0.656 0.07
H 1.544 -0.297 1.288 0.12
H 0.188 0.662 2.002 0.12
H 0.055 -1.762 1.909 0.11
H 1.202 -0.638 -1.238 0.12
H 0.393 -2.278 -0.919 0.14
H -2.506 0.100 -2.079 0.11
H -2.111 0.765 0.474 0.12
O -0.669 -1.616 1.253 -0.01
O -0.714 -0.968 -2.005 -0.06
```

Here is a structure of composition C8H32N16O8Y from OMol25. Energies are from ωB97M-V/def2-TZVPD.

LUMO = -7.3 eV
HOMO = -17.2 eV
Charge = +3
Gap between HOMO and LUMO = 0.3647 hartree
2S+1 = 1

Structure (XYZ):
```
65
Properties=species:S:1:pos:R:3:lowdin_charge:R:1
Y -0.284 -0.160 -0.220 1.78
C -0.549 0.938 -3.690 -0.76
O -0.328 0.690 -2.558 -0.01
N 0.324 1.380 -4.524 0.22
N -1.694 0.648 -4.306 0.20
H -0.198 1.928 -5.193 0.13
H 1.156 1.749 -4.087 0.11
H -2.205 0.021 -3.702 0.12
H -1.780 0.910 -5.278 0.13
C -0.267 -3.542 1.312 -0.71
O -0.269 -2.335 1.067 -0.07
N -1.276 -4.231 1.859 0.19
N 0.715 -4.295 1.019 0.21
H -1.100 -5.135 2.274 0.13
H -2.168 -3.782 2.006 0.13
H 1.428 -4.090 0.334 0.14
H 0.744 -5.285 1.217 0.14
C -0.294 2.670 1.928 -0.73
O -0.094 1.889 1.007 -0.07
N 0.602 3.187 2.641 0.21
N -1.420 3.046 2.448 0.19
H 0.400 3.839 3.386 0.15
H 1.529 2.913 2.348 0.13
H -1.274 3.523 3.327 0.13
H -2.290 3.077 1.937 0.14
C 1.255 -2.274 -2.625 -0.64
O 0.921 -1.576 -1.608 -0.12
N 0.450 -2.692 -3.560 0.22
N 2.504 -2.357 -2.953 0.21
H -0.537 -2.702 -3.343 0.13
H 0.596 -3.362 -4.302 0.14
H 3.117 -2.078 -2.200 0.13
H 2.828 -2.993 -3.668 0.15
C -1.573 -0.394 3.133 -0.68
O -1.303 -0.190 1.985 -0.04
N -2.034 0.485 4.056 0.19
N -1.441 -1.536 3.727 0.20
H -2.363 0.127 4.941 0.12
H -2.208 1.469 3.910 0.09
H -1.182 -2.298 3.117 0.07
H -1.974 -1.701 4.569 0.14
C -3.072 2.052 -0.860 -0.72
O -2.029 1.522 -0.537 -0.05
N -3.342 3.274 -1.050 0.22
N -4.154 1.308 -1.164 0.18
H -2.497 3.655 -1.451 0.15
H -4.269 3.597 -1.287 0.15
H -4.080 0.302 -1.196 0.11
H -5.076 1.669 -1.364 0.12
C 2.344 1.439 -1.618 -0.70
O 1.647 0.847 -0.834 -0.07
N 2.333 2.698 -1.898 0.20
N 3.273 0.901 -2.436 0.20
H 3.289 2.954 -2.102 0.14
H 1.737 3.185 -1.245 0.14
H 3.790 1.574 -2.983 0.12
H 3.499 -0.083 -2.399 0.10
C 2.204 -0.666 2.375 -0.61
O 1.480 -0.478 1.345 -0.10
N 2.797 0.207 3.069 0.21
N 2.499 -1.889 2.897 0.18
H 3.170 0.046 3.993 0.15
H 2.824 1.169 2.760 0.12
H 3.296 -2.095 3.481 0.12
H 1.871 -2.670 2.771 0.09
```

Here is a cluster of 2 separate species, C3H12N2O2 in total from OMol25. Energies are from ωB97M-V/def2-TZVPD.

LUMO = 0.9 eV
HOMO = -8.5 eV
SMILES string = NC[C@H](N)CO.O
Gap between HOMO and LUMO = 0.3436 hartree
2S+1 = 1

Structure (XYZ):
```
19
Properties=species:S:1:pos:R:3:lowdin_charge:R:1
N 1.256 -1.865 0.058 0.03
C 0.382 -0.685 0.131 -0.37
C 0.626 0.291 -1.019 -0.27
O 0.031 -0.155 -2.218 -0.05
C 0.656 -0.019 1.491 -0.22
N -0.647 0.516 2.036 -0.02
H 2.236 -1.694 0.155 0.07
H 0.948 -2.724 -0.339 0.06
H -0.650 -1.040 0.168 0.14
H 1.689 0.215 -1.260 0.12
H 0.497 1.302 -0.649 0.10
H -0.782 0.344 -2.323 0.07
H 1.306 0.856 1.474 0.11
H 0.998 -0.739 2.252 0.11
H -1.342 -0.221 2.058 0.07
H -0.421 0.772 2.990 0.06
H -1.337 1.760 0.232 0.02
H -2.475 2.070 -1.010 0.06
O -1.856 1.489 -0.536 -0.08
```

Here is a cluster of 9 separate species, C22H52F36N2O2P7 in total from OMol25. Energies are from ωB97M-V/def2-TZVPD.

LUMO = 3.8 eV
HOMO = -4.2 eV
Charge = -3
Gap between HOMO and LUMO = 0.2907 hartree
2S+1 = 1

Structure (XYZ):
```
121
Properties=species:S:1:pos:R:3:lowdin_charge:R:1
C 5.074 0.579 -7.038 -0.07
C 5.945 -0.169 -8.058 -0.26
C 5.157 -1.214 -8.878 -0.24
C 5.968 -1.731 -10.078 -0.28
P 5.587 -1.107 -11.716 1.01
C 3.800 -1.278 -12.079 -0.23
C 3.114 -2.464 -11.333 -0.23
C 1.602 -2.567 -11.467 -0.22
C 1.211 -3.076 -12.859 -0.10
C 6.609 -2.200 -12.765 -0.26
C 6.049 -2.352 -14.179 -0.27
C 6.965 -3.212 -15.046 -0.29
C 6.602 -3.370 -16.515 -0.12
C 6.169 0.577 -11.984 -0.27
C 5.455 1.694 -11.223 -0.23
C 6.330 2.941 -11.256 -0.28
C 5.695 4.171 -10.698 -0.11
H 4.626 -0.091 -6.304 0.08
H 4.257 1.074 -7.565 0.05
H 5.644 1.331 -6.494 0.08
H 6.730 -0.682 -7.491 0.10
H 6.459 0.519 -8.735 0.08
H 4.169 -0.831 -9.141 0.10
H 4.936 -2.054 -8.218 0.10
H 5.794 -2.811 -10.109 0.10
H 7.044 -1.647 -9.889 0.10
H 3.687 -1.353 -13.162 0.08
H 3.300 -0.346 -11.796 0.09
H 3.301 -2.349 -10.264 0.08
H 3.655 -3.328 -11.734 0.11
H 1.211 -1.561 -11.299 0.11
H 1.305 -3.251 -10.674 0.10
H 0.124 -3.146 -12.953 0.07
H 1.553 -4.098 -13.041 0.06
H 1.522 -2.376 -13.636 0.07
H 6.623 -3.169 -12.270 0.10
H 7.575 -1.692 -12.735 0.10
H 5.930 -1.362 -14.630 0.11
H 5.074 -2.833 -14.312 0.12
H 7.111 -4.210 -14.626 0.11
H 7.939 -2.706 -15.006 0.11
H 7.413 -3.874 -17.034 0.07
H 6.365 -2.413 -16.993 0.07
H 5.641 -3.871 -16.672 0.07
H 6.130 0.677 -13.072 0.10
H 7.204 0.452 -11.645 0.10
H 5.301 1.350 -10.197 0.09
H 4.476 1.966 -11.618 0.13
H 6.591 3.103 -12.316 0.11
H 7.332 2.841 -10.822 0.11
H 5.557 4.006 -9.624 0.08
H 4.681 4.451 -11.002 0.07
H 6.206 5.126 -10.828 0.08
C 1.812 1.539 -9.264 0.04
C 2.239 2.939 -8.910 -0.39
O 3.239 3.175 -8.318 0.15
N 1.368 4.104 -9.255 0.11
H 1.928 4.875 -9.662 0.12
H 0.683 3.943 -10.012 0.13
C 0.706 4.619 -7.969 0.05
H 2.110 0.848 -8.478 0.07
H 2.189 1.173 -10.221 0.07
H 0.729 1.483 -9.394 0.09
H 0.099 3.907 -7.411 0.11
H 0.119 5.482 -8.265 0.09
H 1.529 4.897 -7.315 0.09
C -2.368 5.891 -4.479 0.04
C -2.060 7.092 -5.307 -0.41
O -1.183 7.177 -6.091 0.19
N -2.768 8.399 -5.023 0.08
H -3.483 8.605 -5.723 0.18
H -3.303 8.257 -4.163 0.17
C -1.767 9.513 -4.914 0.02
H -2.361 6.259 -3.446 0.10
H -1.483 5.266 -4.584 0.09
H -3.292 5.382 -4.752 0.10
H -1.250 9.546 -5.870 0.11
H -1.012 9.289 -4.164 0.11
H -2.291 10.445 -4.722 0.09
P 4.244 7.265 -8.438 0.17
F 5.695 7.155 -9.062 -0.14
F 4.608 8.660 -7.650 -0.20
F 3.709 8.132 -9.687 -0.16
F 2.702 7.431 -7.866 -0.21
F 3.726 5.849 -9.073 -0.19
F 4.565 6.436 -7.089 -0.16
P 1.775 6.289 -4.001 0.17
F 1.420 6.601 -5.535 -0.16
F 0.320 6.920 -3.585 -0.20
F 1.240 4.783 -4.238 -0.15
F 2.160 6.008 -2.441 -0.18
F 3.242 5.870 -4.464 -0.15
F 2.363 7.829 -3.769 -0.22
P -3.152 1.802 -5.476 0.14
F -4.348 0.713 -5.737 -0.20
F -3.886 2.891 -6.431 -0.19
F -3.969 2.357 -4.183 -0.20
F -1.977 2.831 -5.205 -0.16
F -2.406 0.669 -4.580 -0.18
F -2.346 1.188 -6.781 -0.19
P 1.521 -2.770 -6.921 0.18
F 2.958 -2.991 -7.628 -0.18
F 2.291 -2.373 -5.557 -0.17
F 1.458 -1.209 -7.341 -0.16
F 0.017 -2.644 -6.196 -0.20
F 0.728 -3.179 -8.273 -0.17
F 1.470 -4.328 -6.432 -0.20
P 1.115 6.661 -11.838 0.16
F 0.906 7.018 -10.279 -0.16
F -0.309 7.362 -12.164 -0.18
F 1.873 8.097 -11.992 -0.18
F 1.409 6.376 -13.406 -0.17
F 2.476 5.843 -11.499 -0.17
F 0.260 5.288 -11.610 -0.18
P -0.965 1.226 -12.178 0.15
F -2.538 1.696 -12.282 -0.19
F -1.327 0.428 -10.834 -0.15
F -1.287 -0.038 -13.124 -0.18
F 0.585 0.757 -11.986 -0.19
F -0.604 2.049 -13.533 -0.18
F -0.626 2.576 -11.343 -0.17
```